The following is a DFT calculation (the ωB97M-V functional and the def2-TZVPD basis) of C3H7N3 in the gas phase at a distorted geometry.

The calculation puts the energy relative to the best compared isomer or geometry (same formula, charge and spin) at 453.7 kJ/mol. The calculation puts the total energy at -7689.977 eV. The value obtained for the orbital gap (spin up / spin down) is 8.15 / 8.56 eV. The LUMO energy (spin up / spin down) comes out at 0.64 / 0.83 eV.

```
! RIJCOSX wB97M-V def2-TZVPD def2/J DEFGRID3
* xyz 0 1
C -0.55278 -1.24397 -0.35753
C 0.47149 -1.02980 -1.20606
C -0.62457 -0.24554 0.79679
N 1.29199 -0.01573 -1.02391
N 0.59121 0.57167 0.90586
N 0.36160 1.87534 0.88850
H -1.53593 -1.81858 -0.38246
H 0.41157 -1.51734 -2.22909
H -1.42108 0.48443 0.69338
H -0.80679 -0.74439 1.67853
H 2.32941 -0.13990 -0.78455
H 1.04995 2.44480 1.26692
H -0.52993 2.12042 0.47265
*
```